Molecular formula: C27H32F42N9O29S14
Method: DFT, wB97M-V/def2-TZVPD

HOMO level: -0.003 Ha
net charge: -5
max |F|: 7.6 eV Å⁻¹
calculated total energy: -367114.5925 eV
Kohn-Sham gap: 5.438 eV

Positions of all 153 atoms, in Å:
S 5.26318 -6.18077 5.13922
S -0.78627 1.56684 -7.94575
S 1.05546 3.78778 1.25631
S 5.95481 0.32578 -1.02908
S -3.27104 4.94076 -1.24408
S 3.65274 -4.27428 -5.71444
S 6.80602 2.29835 -2.24812
S -5.73872 -2.43154 0.27037
S 4.39317 -4.49083 -8.18729
S -3.95548 6.89519 0.19499
S -0.52721 1.40401 -5.38328
S 1.81189 3.25619 3.68704
S 4.53429 -6.37913 2.57667
S -4.32622 -2.79764 2.45948
F 5.40461 -2.37048 -9.57657
F 3.18799 -7.01842 0.29664
F 0.70312 0.64669 3.57351
F 0.72438 4.07258 -1.36445
F 2.72042 4.45189 -0.82744
F 4.77492 -4.04601 -10.90308
F -5.40728 8.72245 -1.04279
F 6.72769 4.86691 -3.41705
F 4.89399 0.04743 1.52331
F 2.68934 -5.24416 5.18103
F -4.60178 -5.26927 3.36272
F -2.79573 -4.16391 4.15176
F 5.60778 -1.72196 0.55243
F 2.15195 1.10868 5.26058
F 3.49209 -1.95386 -4.20600
F 2.98590 0.71586 3.40643
F 0.26597 -1.05483 -4.68950
F -4.84305 3.28695 -2.79051
F -2.41678 2.39241 -10.05976
F 7.01948 -0.31703 1.36836
F 3.85496 -4.56723 6.83206
F 2.14001 2.41716 -0.86944
F 7.50651 4.82032 -1.40253
F -2.35227 0.11835 -9.73471
F 1.98534 -7.26134 2.09512
F 3.21614 -6.65032 6.75653
F 5.37370 4.57247 -1.69167
F -6.33755 -0.16235 1.62392
F -3.48040 1.33335 -8.35078
F -4.85457 -3.64244 4.98114
F 0.68032 0.40521 -3.23878
F 3.57752 -8.67472 1.55590
F -4.69904 9.41777 0.79979
F -6.42578 8.00493 0.73698
F 3.18075 -2.80083 -9.95255
F -2.92279 2.40839 -2.18841
F -1.35343 -0.25844 -3.33070
F -4.54357 2.53579 -0.82941
F -8.06680 -1.26001 0.86431
F -6.80825 -0.01730 -0.50072
F 5.49113 -3.06690 -4.14207
F 3.70030 -3.83519 -3.09987
O 0.29522 0.92592 -8.68269
O 3.31247 -5.43812 -8.54908
O 4.30587 -5.59094 -5.55457
O -4.33179 -1.47666 3.13766
O 0.63350 5.17575 1.45036
O 6.94110 -0.49240 -1.73325
O 5.75424 -5.03987 -8.13320
O 0.38875 3.62564 3.89187
O 3.98365 -4.98126 2.56141
O -3.89813 6.42587 1.58294
O 4.52709 0.13313 -1.53952
O -0.05436 2.80935 1.43259
O 5.98079 -4.99827 4.67543
O -1.39583 2.41269 -4.71750
O 6.02784 1.83079 -3.36399
O 8.26314 2.09005 -2.51586
O 0.83623 1.89729 -5.69833
O 5.75634 -6.55168 1.74885
O -7.20424 3.82634 5.43509
O -2.69533 7.39930 -0.38516
O -0.60841 3.00210 -7.71659
O -3.11736 -3.08999 1.64939
O -2.72369 5.61809 -2.38141
O 2.64768 3.98594 4.64578
O 2.24458 -4.27641 -5.38949
O 5.89869 -7.12325 6.04662
O -6.58427 -3.24647 -0.68009
O -4.48824 -1.84537 -0.26663
O -2.26466 4.63944 -0.17573
N 2.27550 3.40427 2.00887
N -5.82294 -3.10853 1.65816
N -4.60304 5.55153 -0.66758
N 4.48185 -7.12139 3.91429
N 4.02172 -3.37923 -6.88353
N 1.03693 -2.13861 0.20546
N -1.23239 0.62062 -6.52270
N 6.28816 1.82053 -0.66677
N -4.25306 3.04225 4.14804
C -0.09079 -1.15606 -0.25110
C 1.70564 3.66134 -0.58241
C -3.94181 3.18113 -1.85048
C 1.01104 -3.55950 2.36145
C 4.43127 -3.30754 -9.79834
C -2.38848 1.34429 -9.10737
C -0.84010 -0.53253 0.99289
C -3.03398 3.53011 3.37686
C 0.39808 -3.41863 0.93271
C -5.40612 3.04362 3.09289
C -5.23894 8.37124 0.17123
C 1.89157 -1.49574 1.28107
C 1.82076 -2.59029 -1.04717
C 1.49753 -2.15697 2.67916
C -4.60039 3.93650 5.37141
C -6.81013 -0.85030 0.54070
C 6.63735 4.28623 -2.17171
C -4.02039 1.61082 4.63847
C 4.15536 -3.17554 -4.17143
C 3.62172 -5.60956 6.05575
C -0.25779 -0.00401 -4.04835
C -5.95814 3.62222 6.13432
C 3.19529 -7.39607 1.55907
C 1.88447 1.27331 3.96889
C -1.87622 0.39969 0.42762
C -4.16644 -4.10779 3.91559
C 5.84090 -0.47515 0.76861
H -0.68328 -3.29028 0.88506
H 2.38069 -1.69021 -1.30102
H 0.72540 -1.78405 3.35210
H 1.89513 -4.18561 2.24123
H -5.56260 4.06692 2.75160
H -3.79079 0.98947 3.77284
H -3.12996 1.56224 5.26529
H -0.17976 0.06803 1.61850
H -2.47420 0.79596 1.24828
H -5.97479 4.00537 7.15462
H -2.11811 3.56139 3.96704
H -5.06630 2.55578 2.17931
H 1.84313 -0.40749 1.24278
H -1.21532 -1.31011 1.65824
H 2.43360 -2.36405 3.19781
H -2.86408 2.79882 2.58664
H -3.74421 3.96101 6.04555
H 0.30402 -4.01089 3.05749
H 0.66481 -4.33136 0.39991
H -4.62134 4.90675 4.87514
H -6.27131 2.54282 3.52735
H -2.55609 -0.03379 -0.30584
H 0.40741 -0.37282 -0.82242
H 1.11851 -2.68850 -1.87499
H 2.89046 -1.88504 1.08416
H 2.33429 -3.53441 -0.86546
H -0.67940 -1.68755 -0.99888
H -7.64952 4.52600 5.91863
H -4.93920 1.33907 5.15811
H -1.24288 1.11282 -0.10004
H -3.21700 4.56097 3.07366
H -6.11605 2.55016 6.25209